Computed, not measured: a molecular structure, C47H51N11O7RbS2 in a non-equilibrium geometry, with the ωB97M-V functional and the def2-TZVPD basis.

```
119
Properties=species:S:1:pos:R:3:forces:R:3:lowdin_charge:R:1
Rb 0.396 -0.436 0.266 -0.2 0.6 -0.2 0.711
C -0.588 3.163 0.374 -0.1 0.3 0.2 -0.220
C -1.821 2.491 0.991 -0.2 0.1 0.1 -0.185
C -1.813 2.113 2.476 0.6 -0.2 -0.6 -0.230
N -0.501 1.647 2.864 0.1 0.1 1.1 0.108
C 0.202 2.398 3.629 1.4 -1.5 -0.6 -0.215
C -0.024 3.823 3.762 0.2 -0.7 0.3 -0.008
C 0.589 4.721 4.517 0.2 1.3 1.0 -0.062
C 1.541 4.601 5.614 0.5 -0.1 -0.4 -0.083
C 2.379 3.574 5.826 -0.8 -0.3 -0.2 -0.077
C 2.340 2.346 5.058 0.4 -1.1 0.5 -0.010
C 1.494 1.817 4.131 -0.6 0.3 1.4 -0.119
N 1.912 0.512 3.655 1.2 1.4 -0.6 -0.114
C 3.031 0.754 2.703 0.2 -1.6 -0.7 -0.126
C 3.581 -0.500 1.919 -1.0 0.1 0.1 -0.162
C 4.289 -0.032 0.632 -0.2 -1.0 0.0 -0.262
N 3.326 0.672 -0.161 -0.4 0.2 -0.8 0.007
C 3.687 1.127 -1.320 -0.2 2.0 0.1 -0.274
C 4.858 0.720 -2.043 0.6 0.8 -0.7 -0.083
C 5.740 1.428 -2.888 -1.6 0.5 0.7 -0.121
C 5.624 2.762 -3.344 -0.9 -0.3 0.6 -0.148
C 4.512 3.653 -3.143 1.1 -1.4 -0.6 -0.119
C 3.277 3.428 -2.599 0.7 0.2 0.1 -0.070
C 2.783 2.322 -1.841 0.0 -0.8 1.2 -0.272
N 1.576 2.300 -1.381 -0.2 -0.1 -0.1 0.037
C 0.661 3.355 -1.775 -0.4 -0.8 -0.7 -0.264
C -0.707 3.151 -1.139 0.1 0.9 -0.6 -0.216
H 0.344 2.623 0.622 -0.4 0.1 0.1 0.085
H -0.433 4.224 0.694 -0.2 -0.7 0.0 0.125
H -2.017 1.582 0.386 -0.1 0.4 0.3 0.094
H -2.679 3.173 0.942 -0.1 -0.1 -0.7 0.108
H -2.458 1.276 2.610 -0.6 -0.7 0.0 0.063
H -2.270 2.873 3.098 0.3 0.5 0.3 0.111
H -0.770 4.103 3.068 -0.5 1.0 -0.5 0.087
H 0.335 5.769 4.360 -0.3 -0.2 -0.1 0.106
H 1.653 5.489 6.217 0.0 0.1 0.1 0.095
H 3.117 3.578 6.636 -0.4 0.2 -0.3 0.107
H 3.133 1.660 5.427 -0.5 0.3 -0.7 0.128
H 3.870 1.271 3.168 0.0 -0.1 0.4 0.114
H 2.600 1.483 2.009 0.2 -0.3 -0.3 0.114
H 2.757 -1.200 1.619 0.4 0.8 0.2 0.065
H 4.209 -1.168 2.519 0.2 0.5 0.2 0.103
H 4.782 -0.901 0.148 -0.4 0.1 0.1 0.110
H 5.105 0.660 0.800 0.5 0.3 0.5 0.117
H 5.150 -0.298 -1.881 0.2 -0.4 0.4 0.074
H 6.607 0.824 -3.156 0.0 0.4 -0.3 0.086
H 6.421 3.145 -3.939 0.5 0.2 -0.3 0.054
H 4.634 4.636 -3.593 0.1 0.0 0.1 0.087
H 2.636 4.298 -2.608 -0.1 -0.1 0.0 0.073
H 0.493 3.348 -2.874 0.4 0.2 0.3 0.126
H 1.022 4.336 -1.489 0.2 0.4 0.1 0.104
H -1.156 2.240 -1.533 0.1 -0.3 0.2 0.105
H -1.353 3.978 -1.525 0.2 -0.4 0.4 0.112
O -1.869 -4.292 -7.292 0.4 -0.4 -0.3 0.076
N -2.455 -3.636 -6.463 -0.5 0.3 0.2 -0.363
O -3.660 -3.536 -6.399 -0.6 -0.2 0.1 0.085
C -1.689 -2.841 -5.517 1.7 0.7 -0.7 -0.080
C -0.532 -2.307 -6.050 -2.1 -0.7 0.8 0.063
C 0.264 -1.487 -5.251 0.6 0.2 1.9 -0.136
C 1.510 -1.019 -5.670 0.4 0.6 0.6 -0.006
C 2.298 -0.269 -4.824 -0.3 -0.6 -2.3 -0.016
C 1.806 0.001 -3.574 1.0 0.5 1.4 -0.131
N 0.706 -0.471 -3.068 -1.3 -0.8 -0.3 0.145
C -0.081 -1.231 -3.875 0.6 0.5 -1.1 -0.128
C -1.310 -1.754 -3.363 -0.1 -0.1 0.4 -0.148
N -1.595 -1.441 -2.066 -0.3 -0.3 -0.6 0.122
C -2.680 -1.965 -1.551 0.2 -0.6 -0.3 -0.142
C -3.506 -2.881 -2.222 1.2 0.4 -1.6 -0.043
C -3.245 -3.159 -3.543 0.1 0.2 0.2 0.001
C -2.118 -2.589 -4.183 -0.1 0.4 1.1 -0.068
H -0.339 -2.498 -7.083 0.4 -0.1 -0.4 0.124
H 1.856 -1.258 -6.641 0.2 -0.2 -1.0 0.105
H 3.230 0.123 -5.214 0.1 0.1 0.5 0.116
H 2.407 0.586 -2.897 -0.2 -0.2 -0.3 0.061
H -2.885 -1.756 -0.529 -0.1 0.3 0.8 0.080
H -4.292 -3.361 -1.725 -1.1 -0.4 0.7 0.097
H -3.885 -3.784 -4.129 -0.3 -0.4 0.0 0.102
O 0.802 -0.688 5.046 1.3 0.3 -0.2 -0.045
N 1.797 -0.621 4.322 -1.5 -0.3 0.1 -0.029
C -4.941 3.948 -1.841 -0.2 0.2 0.1 -0.085
N -4.983 2.673 -2.532 0.0 -0.3 -0.5 -0.079
C -4.886 1.419 -2.034 -0.3 -0.4 0.2 -0.897
N -4.667 1.296 -0.703 -0.2 -1.9 -1.3 0.137
S -5.155 0.091 -3.086 0.3 0.8 0.7 0.540
H -5.392 4.687 -2.490 -0.2 0.1 -0.3 0.074
H -3.926 4.340 -1.662 -0.2 -0.5 0.3 0.074
H -5.571 3.973 -0.929 0.6 -0.3 -0.3 0.096
H -5.146 2.623 -3.536 0.0 0.4 0.5 0.100
H -4.426 2.054 -0.141 0.4 1.3 0.8 0.051
H -4.450 0.370 -0.329 -0.3 0.5 -0.2 0.099
C 2.298 -5.011 0.509 -0.1 -1.2 0.1 -0.153
C 2.293 -4.816 -1.034 -0.1 -0.7 1.2 -0.140
C 1.722 -3.437 -1.198 0.5 1.9 -0.4 -0.193
O 1.638 -2.866 0.134 -0.3 -0.6 -0.3 -0.307
C 1.297 -3.991 0.981 1.1 1.3 0.3 -0.189
H 3.305 -4.946 0.908 0.1 0.9 0.2 0.108
H 2.021 -6.008 0.845 -0.4 -0.3 -0.4 0.105
H 1.689 -5.600 -1.457 -0.3 -0.2 -0.5 0.106
H 3.295 -4.879 -1.415 0.4 -0.1 -0.3 0.102
H 0.741 -3.358 -1.667 -0.2 -0.4 0.0 0.112
H 2.389 -2.789 -1.822 -0.5 -0.3 0.7 0.134
H 0.263 -4.265 0.845 -0.5 -0.3 -0.4 0.115
H 1.361 -3.673 2.029 0.4 0.0 -0.2 0.129
O -5.621 -1.350 3.095 -0.1 0.0 0.5 -0.329
S -4.331 -0.960 3.621 -0.6 0.5 -1.7 0.610
O -4.278 0.219 4.437 0.0 0.3 0.5 -0.319
N -3.309 -0.825 2.348 0.1 -0.5 0.2 -0.045
C -2.472 -1.875 2.327 -0.6 0.9 0.6 -0.564
O -1.656 -2.169 1.461 0.7 0.0 -0.9 -0.081
C -2.595 -2.717 3.547 0.5 -1.0 0.2 -0.154
C -1.808 -3.808 3.841 0.6 -1.0 0.9 0.005
C -2.103 -4.536 4.999 -0.6 0.7 -0.6 -0.065
C -3.192 -4.183 5.812 1.1 -0.4 0.0 -0.087
C -3.930 -3.045 5.569 -0.2 0.6 -0.7 -0.028
C -3.600 -2.355 4.399 -0.3 0.1 0.5 -0.213
H -0.927 -4.104 3.270 -0.4 0.3 -0.2 0.109
H -1.515 -5.393 5.269 0.2 -0.2 0.0 0.093
H -3.314 -4.827 6.663 -0.5 0.1 0.4 0.094
H -4.724 -2.674 6.215 0.2 -0.3 -0.1 0.120
```
Positions in Å, forces in eV/Å.

Its HOMO energy is -3.95 eV. The charge is -1. The calculation puts the largest force on an atom at 2.35 eV/A. The calculation puts the LUMO energy at 1.2 eV. The calculation puts the HOMO-LUMO gap at 5.153 eV.